[1]
Molecular formula: C20H45AsF12N3O7V
Method: DFT, ωB97M-V with the def2-TZVPD basis set

Last column: Mulliken charge in e.
Geometry (Å):
H -1.23486 4.39631 -1.83539  0.388
C 0.74705 3.29614 -4.17462  -0.951
F 6.13655 -1.42875 -1.06359  -0.468
H -2.98478 -2.79249 -1.81338  0.175
H 3.81431 1.76433 1.31898  0.390
H 1.54917 4.63189 0.59229  0.469
H -0.07901 5.54506 -1.56856  0.436
H -1.25961 5.31392 -0.27246  0.278
As 4.40828 -1.40034 -0.65203  1.960
H -0.66565 -0.22732 5.61050  0.331
H -2.30460 -5.15506 2.42710  0.376
H -2.93251 0.43262 4.47098  0.324
C 2.05006 2.56847 0.42824  1.510
O -0.01937 3.63689 -0.44223  0.004
F 4.43490 0.45307 -0.57572  -0.602
F 0.92106 1.85892 5.05551  -0.287
C -3.61356 -1.94535 -1.53935  -1.031
H 4.13761 2.93487 0.06365  0.455
H -3.27861 0.90107 -1.20657  0.403
C -0.17604 -3.29552 -0.49269  1.654
H 1.39238 -0.12930 -3.86755  0.320
H -0.52096 -2.43112 1.08996  -0.049
H -3.70643 -1.33737 -2.43926  0.332
F -1.81086 -0.66850 -4.23414  -0.284
C 1.38548 3.87947 -0.17917  -1.195
H -0.64509 -2.70792 -1.28187  -0.963
H -1.94386 -0.03926 1.53002  -0.296
O -2.70795 -1.13703 -0.79133  0.227
C -3.21075 0.19699 -0.37725  -1.172
F 4.82732 -1.38713 1.12055  -0.487
H 3.58077 3.58359 1.53667  0.510
C 0.41564 -0.13596 -3.38379  -0.423
H 0.44091 3.97136 -3.37559  0.016
H 1.48360 -3.24584 -1.87813  0.183
C -2.33719 2.01190 1.40612  -1.761
O -0.02214 1.23381 -3.25857  -0.165
C -2.55358 -0.58190 4.59455  -1.081
H 1.70212 1.90795 -1.31407  -0.263
H 0.89069 -2.84248 1.12042  0.341
H -0.73335 -1.71674 4.64270  0.338
C -1.22877 -4.24405 0.16732  -1.272
H -0.76251 1.89036 0.26911  -0.437
H 0.24489 1.61485 -5.32722  0.421
C 3.47127 2.70855 0.89604  -2.006
H -1.50197 2.39618 1.99165  0.216
F 4.16991 -3.16784 -0.66230  -0.484
F -0.51382 -2.29065 -3.72063  -0.212
H 1.32289 2.33935 1.20724  -0.656
O -2.03850 -3.61943 1.13220  -0.298
H 1.78225 3.03953 -3.94966  0.275
F 2.67358 -1.26202 -0.09772  0.053
N 0.28699 -2.33172 0.49210  0.519
H -2.55613 2.62086 0.52901  0.598
H -2.87798 -1.09654 3.69011  0.114
C -2.06730 0.66192 0.70466  0.994
H -0.78854 -5.09323 0.69000  0.593
C 0.93748 -3.96123 -1.26326  -1.686
H -4.20225 0.15830 0.07388  0.539
H -4.55965 -2.03887 -1.00619  0.306
C -0.64574 4.79903 -1.01147  -1.219
F 2.67403 1.71257 3.90010  -0.261
H -1.71634 -4.78459 -0.64396  0.484
H -3.36064 -3.81427 2.60677  0.226
C 1.77362 0.94411 4.56236  0.801
H 1.84727 4.13721 -1.13228  0.459
H 3.00965 1.19203 -0.60998  0.779
H 1.63869 -4.43573 -0.57679  0.449
F 2.38444 0.38078 5.48169  -0.270
H -1.20186 2.28274 -4.67599  0.295
N 2.03608 1.43178 -0.48835  0.086
C -1.00140 -0.66052 4.66831  -0.446
C -2.93926 -4.47973 1.85331  -0.900
H -3.26583 1.97864 1.97587  0.426
C -0.52285 -1.08368 -4.29387  0.712
O 1.46845 -0.04533 2.21697  -0.785
N -0.78933 0.90074 0.06905  1.673
H 0.90420 3.80423 -5.12607  0.486
F 3.97754 -1.43985 -2.37256  -0.429
C -0.16750 2.05437 -4.41900  -0.547
V 0.92775 -0.35414 0.12591  1.005
F -0.19150 -1.26479 -5.59985  -0.302
H 0.60209 -4.72587 -1.96393  0.447
H 1.48975 -1.00721 3.85015  0.318
O -0.29442 0.01958 3.61181  -0.072
H -0.96485 0.98468 -0.92204  -0.064
O 0.55779 -0.58693 -2.00564  -0.791
C 1.11885 -0.01973 3.57553  -0.752
H -3.07360 -1.17582 5.34617  0.402
H -3.64404 -4.98183 1.19053  0.274

Forces on the atoms, in the same order (eV/Å):
H -0.7 0.0 0.3
C -0.2 -0.3 -0.6
F -1.9 0.0 0.4
H -0.8 -0.5 0.3
H -0.1 0.3 0.4
H -0.2 0.4 -0.2
H 1.1 -0.2 0.6
H 0.0 -0.1 0.0
As 2.4 -0.3 0.7
H 0.0 -0.1 0.3
H -0.2 -0.7 -0.1
H 0.1 0.0 0.5
C -1.4 1.1 0.3
O 1.4 1.3 0.0
F 0.5 -2.5 -0.5
F -0.8 -0.1 0.7
C 1.3 2.1 -0.5
H -0.1 -0.1 -0.4
H 0.3 0.0 -0.3
C -1.1 -0.1 -1.7
H 0.2 -0.1 -0.2
H -0.8 1.5 0.7
H -0.9 -0.5 -0.6
F 0.3 0.2 -0.5
C 0.6 -1.8 0.4
H -0.6 0.2 0.3
H -0.2 -0.7 -0.5
O -0.4 1.9 1.5
C 2.6 -1.5 1.6
F -0.7 -0.1 -2.4
H 0.1 -0.4 0.6
C 0.7 0.3 2.9
H -0.4 0.0 -0.3
H -0.1 0.2 0.3
C -1.9 -0.6 -1.1
O -0.9 -0.9 -0.5
C 0.8 -0.1 -1.6
H -0.2 -1.1 -1.0
H 1.3 0.1 0.0
H 0.2 -0.2 0.1
C 1.0 -1.2 -0.2
H 1.9 0.4 -0.1
H 0.1 -0.6 0.0
C 0.1 1.2 0.2
H -0.1 -0.3 0.0
F 0.4 1.8 0.3
F 0.1 -0.5 -0.3
H 0.5 -0.1 0.7
O -0.7 0.7 -0.7
H -0.1 -0.7 0.3
F 0.6 -0.4 -0.4
N -0.7 -0.8 1.2
H 0.1 1.0 0.3
H 0.1 0.0 -0.4
C -2.1 -0.3 0.9
H 1.0 -0.1 0.2
C 0.6 -0.7 0.4
H 0.0 -0.3 0.3
H 0.0 -0.7 -0.1
C -1.0 -0.9 -0.6
F 0.6 0.1 -0.4
H -0.9 0.5 -0.3
H -0.6 -0.2 -0.3
C -1.2 3.8 -4.7
H 0.3 0.3 0.0
H 0.0 -0.4 -0.6
H 0.2 -0.1 0.0
F 1.9 -2.5 3.9
H -0.1 0.1 0.5
N -1.3 0.7 -0.1
C 0.1 0.2 0.5
C 1.6 0.9 0.2
H 0.1 0.1 0.3
C -0.4 0.2 1.7
O -0.4 1.4 -0.9
N 0.0 0.0 -0.7
H -0.6 0.5 0.0
F 0.0 0.7 1.8
C 1.9 0.7 0.2
V 0.4 1.6 -0.8
F 0.0 0.7 1.1
H -0.4 -0.1 0.1
H -0.2 -0.4 1.1
O -1.4 0.2 0.2
H 0.3 -0.6 -0.9
O -0.5 0.1 -1.7
C -0.8 -3.2 -2.8
H 0.4 0.5 0.6
H -0.1 0.1 0.2

## Properties
LUMO energy (spin up / spin down): -0.03167 / 0.00811 Ha
Multiplicity: 3
Charge: 0

=====

[2]
Molecular formula: C2H37N2O15
Method: DFT, ωB97M-V with the def2-TZVPD basis set

Last column: Mulliken charge in e.
Geometry (Å):
C -0.08634 0.61981 -1.75218  -0.307
C -0.53847 -1.76345 -1.64087  0.094
O 1.70766 3.79823 0.33595  -0.645
H 2.97481 3.01185 -1.31954  0.285
H -3.25203 2.94972 -2.89570  0.299
H -1.84071 3.71886 0.37630  0.290
O 0.09902 0.10774 1.49100  -0.734
H -1.48235 -2.53898 0.11134  0.126
H 0.51949 0.97325 1.36909  0.352
H 2.00691 -2.50134 3.32843  0.281
H 1.90748 -2.74943 -1.42400  0.273
O -1.66059 0.54660 3.85793  -0.603
O 3.18770 -2.03337 -0.58405  -0.534
O 2.25060 1.41349 2.21448  -0.547
O -2.30620 3.06686 -2.68615  -0.568
H -3.45818 -2.57218 1.31640  0.272
H 0.71443 -0.21555 2.16048  0.275
O -1.45734 3.25201 -0.37183  -0.529
H -1.24622 -3.61994 -1.19295  0.208
H 1.42689 4.70203 0.46053  0.267
H 3.64755 1.55140 -1.08667  0.283
H 1.84117 -3.15888 2.04235  0.302
H 3.87709 -2.59412 -0.20967  0.266
H 2.42425 -0.32268 -3.03468  0.287
H -1.74817 0.45557 2.88696  0.273
H 1.71781 -4.03132 -2.10781  0.331
H 3.65354 -1.32197 -1.02071  0.237
O 1.90702 -1.11801 -3.13552  -0.542
H -2.72456 0.57967 -0.79092  0.206
H -0.95494 1.28200 -1.59794  -0.160
O 1.29046 -2.84521 2.76515  -0.584
H 2.39719 1.86417 3.06233  0.271
O 3.28587 2.18029 -1.70042  -0.616
O -0.81985 2.53257 2.20656  -0.531
H -3.18802 1.75553 0.02083  0.318
O 1.20543 -3.44441 -1.54395  -0.565
H -0.50224 -4.06743 2.30755  0.292
H -2.00391 3.62165 -1.11544  0.278
H -0.41760 -1.80027 -2.78057  0.246
H 0.82791 1.12558 -1.61010  0.266
N -1.19681 -2.65217 -0.87710  -0.128
H -2.58371 0.76239 4.03934  0.314
H -0.20358 0.47660 -2.93258  0.234
H 2.71816 1.88202 1.52315  0.259
H -0.75418 1.56192 2.27898  0.268
H -0.64013 -4.92670 1.08495  0.287
H 0.16627 -0.81788 -0.07192  0.253
H -0.65064 2.69048 3.14174  0.299
H 0.92938 3.24316 0.45321  0.350
H -1.82491 3.49256 -3.40605  0.256
O -3.70575 -1.83051 0.71551  -0.548
H -4.19594 -1.52579 1.50967  0.290
N -0.20280 -0.65189 -1.02064  0.387
H 1.41929 -1.17842 -3.95027  0.268
O -0.97236 -4.08408 1.46767  -0.582
O -3.48487 1.14796 -0.66767  -0.619

Forces on the atoms, in the same order (eV/Å):
C -1.8 -0.6 -2.7
C -1.9 0.0 0.6
O 0.7 -0.6 -0.2
H 0.1 -0.4 0.7
H 0.7 0.1 -0.2
H 0.4 -0.1 0.6
O 0.3 -0.1 0.4
H 0.6 0.4 -1.0
H 0.0 0.0 -0.3
H -0.7 0.0 0.3
H -0.8 -0.4 0.2
O -0.8 -0.3 -0.9
O 0.3 0.1 0.5
O 0.0 -0.4 0.6
O -0.5 -0.1 -0.6
H 0.8 -0.6 -1.5
H -0.1 -0.6 0.2
O -0.8 1.1 0.0
H 0.1 0.6 0.1
H -0.3 0.3 0.1
H 0.1 0.4 0.8
H -0.4 -0.2 -0.6
H 0.0 0.0 0.0
H -0.1 0.6 -0.8
H 0.3 -0.5 0.6
H -0.3 -0.5 -0.2
H 0.2 0.2 -0.2
O 0.3 -1.0 1.0
H 0.1 -0.3 0.0
H 0.6 -0.2 0.6
O 1.0 0.4 0.3
H 0.1 0.1 -0.6
O -0.3 -0.2 -1.4
O 0.3 -0.3 0.5
H 0.1 0.1 -0.2
O 1.3 0.0 -0.3
H 0.0 0.4 0.3
H 0.9 -0.9 0.3
H -0.5 -0.4 2.1
H 1.0 0.5 0.5
N 0.2 -0.6 -1.4
H 0.0 0.1 0.7
H 0.5 -0.3 2.5
H 0.2 0.6 0.1
H -0.2 0.7 -0.7
H -0.5 0.8 0.1
H -0.7 1.1 -0.2
H -0.1 0.7 0.2
H -0.5 0.3 0.0
H -0.6 0.0 -0.1
O -0.2 -1.0 2.8
H -0.6 1.5 -1.2
N 0.8 -0.1 -1.4
H 0.3 0.6 -0.6
O 0.3 -1.2 -0.2
O -0.4 0.1 0.2

## Properties
LUMO energy: -0.09577 Ha
Energy relative to the best compared isomer or geometry (same formula, charge and spin): 89.9 kcal/mol
Multiplicity: 1
Charge: +1

=====

Among the records above, which one has the lowest charge? C20H45AsF12N3O7V